(1)
Density functional theory data (ωB97M-V/def2-TZVPD) for a structure of composition C35H50AsF3Ge2IrN3OSi2 in a non-equilibrium geometry.

The geometry in XYZ format:
```
98
Properties=species:S:1:pos:R:3:forces:R:3
Ir 0.089 -0.131 0.291 0.768 0.669 1.604
C -2.877 1.255 3.815 0.229 -0.163 -0.069
Si -1.499 0.159 4.461 -0.549 -0.059 0.324
C -2.100 -1.458 5.226 0.134 0.227 -0.223
C -0.445 1.093 5.711 0.070 -0.150 -0.427
As -0.050 -0.564 2.689 -0.061 0.789 -1.156
Si 1.400 -2.272 3.464 0.577 -0.711 -0.239
C 2.678 -2.455 2.088 -0.238 0.254 0.090
C 2.173 -1.700 5.086 -0.300 0.165 -0.289
C 0.536 -3.944 3.636 -0.124 0.353 0.082
H -3.585 1.470 4.617 0.052 -0.043 0.075
H -3.426 0.798 2.992 -0.013 -0.015 0.075
H -2.473 2.204 3.459 0.006 -0.008 0.007
H -2.852 -1.255 5.991 0.007 0.036 0.024
H -1.271 -1.986 5.704 -0.005 -0.004 0.003
H -2.543 -2.122 4.483 -0.021 0.039 -0.008
H -1.025 1.256 6.622 -0.078 -0.037 -0.019
H -0.143 2.067 5.323 0.006 -0.004 -0.003
H 0.454 0.539 5.979 -0.004 0.007 0.035
H 3.165 -1.508 1.845 0.042 -0.006 0.035
H 2.169 -2.822 1.191 0.019 -0.057 0.002
H 3.447 -3.183 2.353 -0.030 -0.028 0.066
H 2.495 -0.660 5.010 0.060 -0.017 0.044
H 3.043 -2.311 5.334 -0.006 -0.076 -0.083
H 1.468 -1.779 5.915 -0.009 0.012 -0.007
H -0.437 -3.943 3.142 0.034 -0.038 0.004
H 0.384 -4.225 4.679 -0.018 0.071 0.022
H 1.144 -4.719 3.167 0.033 0.036 -0.044
C -4.220 -3.796 -1.056 0.243 0.260 0.030
Ge -3.355 -2.133 -0.435 0.651 0.424 0.434
C -3.584 -1.909 1.528 -0.217 -0.064 -0.449
C -4.097 -0.572 -1.379 0.035 -0.273 0.153
Ge -0.812 -2.066 -0.869 -2.556 -1.042 -0.630
C -0.257 -3.930 -0.488 0.695 0.531 0.196
C 0.851 -4.438 -1.169 -0.009 0.030 0.034
C 1.273 -5.743 -0.967 0.014 -0.041 -0.058
C 0.576 -6.565 -0.091 -0.013 -0.011 0.020
C -0.528 -6.073 0.591 0.036 -0.056 0.020
C -0.926 -4.756 0.410 -0.114 0.187 -0.005
C -0.939 -2.055 -2.840 0.672 0.436 0.125
C -1.360 -3.208 -3.500 0.015 -0.016 0.152
C -1.466 -3.227 -4.882 -0.074 0.029 -0.028
C -1.146 -2.095 -5.620 0.011 -0.009 -0.037
C -0.738 -0.938 -4.974 -0.053 0.080 -0.007
C -0.638 -0.918 -3.590 -0.020 -0.100 0.103
H -5.204 -3.846 -0.587 -0.012 -0.007 -0.014
H -3.659 -4.690 -0.791 0.022 0.013 0.024
H -4.347 -3.764 -2.137 0.002 -0.007 -0.003
H -4.628 -1.676 1.745 0.011 -0.013 0.077
H -2.960 -1.084 1.870 -0.006 -0.035 -0.016
H -3.311 -2.814 2.072 0.017 -0.009 -0.005
H -5.174 -0.531 -1.208 -0.005 0.034 -0.030
H -3.915 -0.649 -2.451 0.017 -0.014 0.001
H -3.647 0.346 -1.006 -0.021 0.000 -0.013
H 1.371 -3.811 -1.887 0.013 -0.056 -0.027
H 2.134 -6.125 -1.501 -0.010 -0.004 -0.007
H 0.892 -7.589 0.056 -0.008 0.000 0.004
H -1.079 -6.716 1.265 0.007 0.014 0.020
H -1.776 -4.368 0.962 -0.016 -0.049 0.006
H -1.605 -4.095 -2.925 0.015 -0.043 -0.061
H -1.805 -4.125 -5.382 0.032 -0.005 -0.017
H -1.211 -2.115 -6.700 -0.034 -0.003 0.004
H -0.508 -0.047 -5.544 0.026 -0.019 -0.016
H -0.325 -0.011 -3.082 0.022 0.038 -0.076
F -0.466 2.556 1.097 0.152 -0.007 -0.037
C -1.068 1.642 0.308 0.434 -1.371 0.878
F -2.265 1.373 0.864 -0.017 -0.016 -0.047
F -1.314 2.234 -0.849 0.351 -0.315 -0.560
C 7.149 0.168 4.292 0.062 0.004 -0.062
C 7.144 -0.257 2.850 0.014 0.018 -0.019
C 6.240 -1.193 2.365 -0.011 0.031 0.009
C 6.240 -1.585 1.033 -0.012 -0.037 -0.107
C 7.148 -1.025 0.143 -0.219 0.033 0.178
N 7.202 -1.371 -1.227 0.072 0.218 -0.072
C 6.268 -1.913 -2.068 0.013 -0.154 -0.128
O 6.580 -2.581 -3.028 -0.020 0.058 0.062
N 4.907 -1.705 -1.797 -0.078 -0.074 0.115
C 4.233 -0.607 -1.289 0.174 0.261 0.203
C 4.791 0.666 -1.128 -0.071 -0.145 -0.052
C 4.033 1.670 -0.554 0.042 -0.106 0.028
C 2.733 1.412 -0.166 0.054 0.196 0.073
N 2.182 0.209 -0.361 -0.845 0.334 -0.189
C 2.901 -0.766 -0.917 -0.018 -0.221 0.019
C 8.078 -0.105 0.623 -0.012 0.078 -0.088
C 8.073 0.270 1.953 -0.034 -0.058 0.036
H 6.328 -0.289 4.842 0.000 0.011 0.025
H 7.063 1.253 4.373 -0.035 -0.006 0.039
H 8.086 -0.117 4.773 -0.026 -0.015 0.034
H 5.523 -1.645 3.041 0.019 0.022 0.011
H 5.543 -2.343 0.703 -0.020 0.005 -0.060
H 8.128 -1.423 -1.624 0.002 -0.106 -0.046
H 4.343 -2.396 -2.269 0.018 0.013 -0.115
H 5.792 0.875 -1.472 0.127 -0.074 0.057
H 4.453 2.654 -0.408 -0.033 0.017 -0.014
H 2.114 2.170 0.294 -0.012 -0.040 0.001
H 2.408 -1.721 -1.062 -0.017 -0.001 0.023
H 8.810 0.320 -0.055 -0.030 0.011 -0.012
H 8.804 0.988 2.305 0.005 0.001 -0.012
```
Positions in Å, forces in eV/Å.

As for the LUMO energy (alpha / beta): -4.50 / -4.58 eV. The expectation value of S² is 0.99. The HOMO-LUMO gap (alpha / beta) comes out at 5.46 / 5.59 eV. The total charge is +1. The calculated total energy comes out at -8975.56276 a.u. As for the multiplicity: 2. The HOMO energy (alpha / beta) is -9.963 / -10.169 eV.

Löwdin atomic charge list, values in e, 6 entries:
1. Ir 0.73
2. C -0.21
3. Si 0.31
4. C -0.21
5. C -0.20
6. As 0.80


(2)
Density functional theory data (ωB97M-V/def2-TZVPD) for a cluster of 2 separate species, C6H7N2O2 in total in a non-equilibrium geometry.

The geometry in XYZ format:
```
17
Properties=species:S:1:pos:R:3:forces:R:3
C -0.503 -0.884 0.693 -1.429 -1.701 -0.011
C -1.014 0.162 1.295 -0.142 2.157 1.736
C 1.132 0.276 -0.440 0.905 2.996 -0.174
C -0.448 2.595 1.394 -2.312 -2.404 1.307
C 0.788 2.735 -3.425 1.282 0.171 -1.274
C 0.900 -2.031 -0.928 -0.283 -0.650 1.186
N 0.522 -0.780 -0.307 -1.373 -0.208 1.986
N -0.339 1.374 1.021 1.279 -0.338 -2.081
O 1.701 2.787 -4.094 2.438 0.098 -1.527
O -0.142 2.682 -2.796 -3.705 -0.284 2.840
H -0.875 -1.899 0.838 0.134 0.387 -0.098
H -1.863 0.119 2.032 0.955 -0.100 -0.895
H 0.072 3.370 0.828 0.037 -0.085 0.582
H -1.221 2.709 2.249 1.393 0.836 -1.361
H 1.861 -1.979 -1.300 2.086 0.283 -0.778
H 0.236 -2.164 -1.734 -1.002 -0.843 -0.703
H 0.897 -2.738 -0.091 -0.262 -0.314 -0.734
```
Positions in Å, forces in eV/Å.

As for the LUMO energy: -5.18 eV. The HOMO-LUMO gap comes out at 9.42 eV. The total charge is +1. The calculated total energy comes out at -492.41771 a.u. The HOMO energy is -14.601 eV.

Löwdin atomic charge list, values in e, 6 entries:
1. C -0.04
2. C -0.08
3. C 0.36
4. C 0.11
5. C -0.48
6. C 0.04


(3)
Density functional theory data (ωB97M-V/def2-TZVPD) for a cluster of 2 separate species, C23H30N2O4S in total in a non-equilibrium geometry.

The geometry in XYZ format:
```
60
Properties=species:S:1:pos:R:3:forces:R:3
O 3.457 2.587 -0.542 -0.665 -0.370 -0.625
O -0.083 -0.103 5.492 -0.038 0.251 0.098
O 1.623 -1.683 0.206 -0.817 -0.273 -0.423
O 1.332 3.528 -4.653 -0.332 -0.741 0.744
S 1.322 1.277 -1.318 -0.345 -0.084 -0.544
C 2.629 2.436 -1.433 1.422 0.782 1.340
C -0.109 -0.932 4.596 -0.164 -0.184 1.759
C 1.590 -1.388 1.389 -0.241 0.036 -0.718
C -0.433 -2.759 -5.039 0.931 2.067 0.079
C 0.125 -1.500 -4.983 -1.155 -2.368 0.162
C -0.006 -0.588 -3.833 0.987 2.278 -0.102
C 2.600 3.225 -2.645 -1.295 0.161 -2.023
C 0.589 0.664 -3.949 -0.989 -2.233 0.244
C 1.542 2.897 -3.453 1.561 0.557 0.940
C -4.696 -0.465 3.329 0.741 -0.124 -0.471
C -4.284 -1.756 2.954 0.537 0.724 -0.241
C -3.910 0.649 2.988 0.294 -0.859 -0.273
C -3.083 -1.934 2.243 -0.416 1.007 0.414
C -2.708 0.470 2.279 -0.702 -0.846 0.393
C -2.284 -0.822 1.913 0.039 -0.011 0.383
N 2.758 -1.053 1.958 0.611 0.296 1.265
N 0.184 -0.573 3.348 0.601 -0.508 -1.929
C -0.433 -2.376 4.923 0.014 0.267 -0.239
C -0.752 -1.066 -2.605 0.207 0.049 -0.364
C 3.634 4.285 -2.944 -0.208 -0.252 0.127
C 3.099 -0.772 3.353 -0.352 0.113 -0.159
C -0.781 2.403 -2.728 -0.161 0.190 0.230
C 0.618 1.806 -2.941 -0.367 -0.266 -0.463
C -0.945 -1.013 1.214 -0.187 0.020 -0.412
C 0.228 -1.408 2.138 -0.167 0.476 0.735
H 0.524 3.192 -5.074 0.249 0.053 0.174
H -1.020 -3.177 -4.227 0.090 0.126 -0.047
H -0.295 -3.387 -5.914 0.010 0.148 0.101
H 0.699 -1.176 -5.846 -0.017 0.169 0.165
H 1.121 0.845 -4.878 0.029 0.036 -0.006
H -5.617 -0.328 3.879 -0.012 -0.005 0.012
H -4.890 -2.611 3.216 -0.022 -0.043 -0.008
H -4.223 1.641 3.280 -0.005 0.036 -0.005
H -2.765 -2.929 1.966 0.052 -0.112 -0.075
H -2.099 1.329 2.035 0.082 0.055 -0.061
H 3.520 -1.027 1.297 -0.196 -0.078 -0.069
H 0.370 0.410 3.228 -0.032 0.111 0.063
H 0.412 -3.007 4.658 -0.027 -0.240 -0.074
H -0.626 -2.457 5.992 0.068 0.129 -0.152
H -1.321 -2.680 4.374 -0.015 -0.219 -0.093
H -0.779 -0.327 -1.808 0.073 -0.008 -0.067
H -1.786 -1.311 -2.867 0.064 -0.058 0.013
H -0.267 -1.962 -2.205 -0.076 0.083 -0.022
H 3.619 5.053 -2.165 0.104 -0.132 -0.056
H 4.631 3.836 -2.970 -0.098 0.110 0.101
H 3.449 4.768 -3.908 -0.079 -0.173 0.165
H 2.756 0.227 3.632 0.102 -0.127 0.217
H 2.652 -1.513 4.016 0.063 0.127 0.043
H 4.183 -0.812 3.479 -0.130 -0.045 -0.164
H -0.721 3.278 -2.073 0.030 -0.089 -0.076
H -1.458 1.684 -2.263 0.074 0.021 -0.152
H -1.218 2.714 -3.681 -0.016 -0.056 0.023
H -0.685 -0.082 0.708 0.065 0.029 -0.082
H -1.059 -1.777 0.444 0.171 0.067 -0.064
H 0.072 -2.448 2.418 0.054 -0.070 0.271
```
Positions in Å, forces in eV/Å.

As for the LUMO energy: 0.28 eV. The HOMO-LUMO gap comes out at 8.93 eV. The total charge is 0. As for the structure (SMILES): C=C/C(C)=C/[C@@]1(C)SC(=O)C(C)=C1O.CNC(=O)[C@H](Cc1ccccc1)NC(C)=O. The calculated total energy comes out at -1703.07583 a.u. The HOMO energy is -8.645 eV.

Löwdin atomic charge list, values in e, 6 entries:
1. O 0.00
2. O 0.04
3. O 0.02
4. O 0.08
5. S 1.10
6. C -0.68


(4)
Density functional theory data (ωB97M-V/def2-TZVPD) for a structure of composition C41H40O5PtSbSi in a non-equilibrium geometry.

The geometry in XYZ format:
```
89
Properties=species:S:1:pos:R:3:forces:R:3
Pt 0.132 0.276 -0.568 -0.076 -0.699 0.961
O 0.100 -1.250 3.513 -0.069 0.182 -0.222
C -0.024 -1.195 2.292 0.167 -0.785 0.018
O -0.292 -0.150 1.606 0.171 0.590 -0.256
C 0.042 -2.538 1.509 -0.199 0.525 0.166
C -1.156 -2.666 0.549 0.010 -0.347 0.226
C -1.306 -4.137 0.114 0.008 0.122 -0.079
C -0.145 -4.272 -0.908 -0.032 0.183 -0.031
C 0.480 -2.868 -0.828 0.291 -0.508 0.087
O -0.687 -2.049 -0.660 -0.243 -0.027 -0.170
C 1.223 -2.739 0.517 0.371 0.357 -0.186
C 2.345 -1.664 0.518 -0.301 -0.822 0.220
O 3.416 -1.989 1.024 -0.112 0.297 -0.150
O 2.112 -0.539 -0.046 -0.135 0.765 -0.559
H 0.035 -3.312 2.272 -0.018 -0.080 -0.065
H -2.071 -2.181 0.884 0.037 0.045 -0.018
H -2.275 -4.305 -0.360 0.011 -0.008 0.007
H -1.211 -4.817 0.959 -0.020 0.000 0.028
H -0.522 -4.460 -1.914 0.011 -0.010 0.010
H 0.569 -5.052 -0.650 0.009 -0.008 -0.008
H 1.038 -2.546 -1.704 -0.056 -0.029 0.090
H 1.759 -3.656 0.751 -0.101 -0.086 -0.015
C 1.488 4.504 -4.924 0.000 -0.004 0.018
C 2.198 4.041 -3.824 0.005 0.047 -0.046
C 1.822 2.859 -3.204 0.066 -0.092 0.019
C 0.746 2.103 -3.674 -0.144 -0.055 0.316
C 0.050 2.584 -4.783 -0.071 -0.064 0.012
C 0.410 3.772 -5.403 0.006 0.065 -0.065
Si 0.245 0.458 -2.858 0.795 -0.149 -0.218
C 1.551 -0.810 -3.421 -0.217 0.168 -0.004
C 1.207 -1.867 -4.265 -0.019 0.091 -0.074
C 2.138 -2.832 -4.628 -0.003 -0.067 -0.021
C 3.434 -2.759 -4.139 -0.011 -0.035 0.000
C 3.794 -1.718 -3.293 0.045 0.002 0.019
C 2.861 -0.755 -2.939 0.042 0.071 -0.055
H 1.773 5.433 -5.405 0.001 -0.002 -0.007
H 3.036 4.613 -3.445 0.000 -0.032 0.021
H 2.376 2.511 -2.337 -0.020 0.061 0.047
H -0.789 2.009 -5.165 -0.022 0.041 -0.003
H -0.145 4.130 -6.263 -0.013 -0.016 0.006
H -0.941 0.066 -3.685 -0.108 0.003 0.292
H 0.191 -1.932 -4.642 0.010 -0.028 -0.005
H 1.849 -3.643 -5.286 0.005 -0.004 0.007
H 4.160 -3.517 -4.408 0.001 0.002 -0.001
H 4.799 -1.667 -2.893 -0.008 0.003 0.009
H 3.146 0.034 -2.253 0.016 -0.067 0.014
C -3.482 2.619 2.907 -0.002 0.071 -0.068
C -3.823 3.745 1.963 0.005 -0.040 0.080
C -4.748 4.707 2.365 -0.013 0.047 -0.051
C -5.106 5.756 1.532 -0.007 -0.020 0.044
C -4.539 5.854 0.273 -0.020 0.064 -0.027
C -3.614 4.903 -0.138 0.036 0.011 -0.032
C -3.245 3.851 0.690 0.280 -0.408 0.023
Sb -1.818 2.263 0.104 -0.206 0.526 -0.508
C 0.086 3.376 -0.060 -0.397 -0.075 -0.007
C 1.019 2.700 0.742 -0.140 0.088 0.167
C 2.333 3.140 0.859 0.091 0.067 -0.041
C 2.726 4.285 0.190 -0.020 -0.036 0.036
C 1.797 4.987 -0.566 -0.079 0.016 -0.016
C 0.482 4.554 -0.707 0.067 0.093 -0.007
C -0.462 5.391 -1.520 0.083 -0.079 0.042
C -2.840 1.489 -1.713 0.326 0.265 0.252
C -3.013 0.120 -1.478 -0.018 0.053 0.079
C -3.591 -0.721 -2.416 -0.072 -0.055 -0.104
C -3.997 -0.199 -3.631 0.017 -0.067 0.106
C -3.840 1.157 -3.875 0.020 0.057 -0.006
C -3.275 2.015 -2.934 -0.031 0.019 -0.145
C -3.158 3.472 -3.285 -0.008 -0.133 -0.001
H -4.001 2.741 3.858 0.005 -0.003 0.003
H -2.409 2.576 3.105 -0.006 -0.059 0.029
H -3.768 1.655 2.482 0.037 -0.031 0.045
H -5.195 4.630 3.350 0.012 -0.016 0.004
H -5.825 6.493 1.870 0.000 -0.002 -0.013
H -4.810 6.668 -0.388 0.012 -0.009 -0.007
H -3.176 4.993 -1.120 -0.003 0.028 0.044
H 0.715 1.859 1.358 0.026 -0.051 -0.067
H 3.029 2.585 1.473 -0.012 -0.035 -0.016
H 3.744 4.645 0.266 0.007 -0.009 -0.003
H 2.099 5.896 -1.076 0.004 -0.009 0.000
H 0.082 6.136 -2.102 0.001 -0.002 -0.011
H -1.165 5.909 -0.866 -0.033 0.022 -0.042
H -1.025 4.770 -2.212 0.106 0.136 0.073
H -2.665 -0.306 -0.543 -0.055 -0.028 -0.043
H -3.695 -1.777 -2.201 0.025 -0.001 -0.006
H -4.425 -0.843 -4.390 -0.010 0.012 -0.005
H -4.151 1.566 -4.831 -0.002 0.003 0.006
H -3.298 3.628 -4.355 0.009 -0.007 -0.017
H -2.172 3.843 -3.019 -0.143 -0.025 -0.085
H -3.915 4.053 -2.756 0.024 0.021 -0.041
```
Positions in Å, forces in eV/Å.

As for the LUMO energy (alpha / beta): 1.40 / 1.36 eV. The HOMO-LUMO gap (alpha / beta) comes out at 6.44 / 6.64 eV. The total charge is -1. The calculated total energy comes out at -2611.65389 a.u. The HOMO energy (alpha / beta) is -5.034 / -5.283 eV.

Löwdin atomic charge list, values in e, 6 entries:
1. Pt 0.79
2. O 0.02
3. C -0.62
4. O -0.22
5. C -0.10
6. C -0.26